# 1
Density functional theory data (ωB97M-V/def2-TZVPD) for a molecular structure, C5H10O2.

Calculated values
- Kohn-Sham gap: 9.9 eV
- Maximum force: 2.3 eV Å⁻¹

```
! wB97M-V def2-TZVPD RIJCOSX def2/J DEFGRID3
* xyz 0 1
H 1.911 -0.379 -1.626
H 0.199 -1.550 -0.155
C -1.127 0.274 -0.302
H 2.540 1.250 0.734
H 2.866 -0.498 0.593
H 0.147 0.785 1.242
H -1.349 0.630 -1.347
H -2.114 -1.006 1.120
H -3.220 0.053 0.230
C 2.108 0.277 0.477
O -0.779 1.300 0.567
O 0.975 -0.106 1.288
H 1.135 1.201 -1.254
H -2.561 -1.392 -0.565
C 0.197 -0.476 -0.269
C -2.329 -0.576 0.138
C 1.400 0.213 -0.869
*
```

=====

# 2
Density functional theory data (ωB97M-V/def2-TZVPD) for a molecular structure, C5H10O2.

Calculated values
- Kohn-Sham gap: 10.0 eV
- Maximum force: 3.5 eV Å⁻¹

```
! wB97M-V def2-TZVPD RIJCOSX def2/J DEFGRID3
* xyz 0 1
C 1.261 0.262 -0.795
O 1.186 -0.228 1.267
C 0.323 -0.463 0.134
H -2.633 -0.750 1.121
C 2.306 0.003 0.377
H 0.237 -1.533 -0.111
H 1.072 1.343 -0.780
H 2.941 -0.884 0.303
H -0.700 0.092 -1.646
H -3.080 0.055 -0.392
C -1.008 0.179 -0.016
O -1.094 1.387 0.635
H -2.219 -1.502 -0.447
H 2.906 0.848 0.752
H -0.220 1.628 0.988
C -2.314 -0.558 0.089
H 0.803 -0.035 -1.819
*
```

=====

# 3
Density functional theory data (ωB97M-V/def2-TZVPD) for a molecular structure, C5H10O2.

Calculated values
- Kohn-Sham gap: 8.1 eV
- Maximum force: 0.5 eV Å⁻¹

```
! wB97M-V def2-TZVPD RIJCOSX def2/J DEFGRID3
* xyz 0 1
H -1.640 -1.537 -0.949
H -1.530 0.945 -1.490
H -3.254 -0.834 -1.147
H -0.673 0.193 1.327
H 3.930 0.375 0.253
H -2.444 1.293 -0.041
C 1.828 0.498 -0.427
C -1.723 0.577 -0.472
H 2.060 0.647 -1.482
H -2.618 -1.155 0.479
C 2.952 -0.127 0.326
H 0.907 -1.034 0.329
H 1.614 1.489 0.018
C -0.531 0.804 0.411
O 2.771 -1.109 1.012
O 0.677 -0.321 -0.312
C -2.349 -0.815 -0.528
*
```

=====

# 4
Density functional theory data (ωB97M-V/def2-TZVPD) for C5H10O2 in the gas phase.

Calculated values
- SMILES string: C[C@]1(O)C[C@@]1(C)O
- Kohn-Sham gap: 9.8 eV
- Maximum force: 2.6 eV Å⁻¹

```
! wB97M-V def2-TZVPD RIJCOSX def2/J DEFGRID3
* xyz 0 1
O -1.072 -0.932 -1.271
O 0.668 -1.604 0.449
H -1.577 0.666 1.680
H -0.308 -1.515 -1.220
H 0.350 -2.189 1.144
C -1.257 -0.038 0.906
H -0.001 0.142 -2.853
H 0.823 1.325 -1.851
H -1.880 -0.943 0.899
C 1.226 0.539 1.437
H 0.889 1.570 1.579
C -0.143 0.870 -1.996
C -0.611 0.188 -0.546
H 2.181 0.547 0.905
H -0.910 1.543 -2.368
H 1.415 0.117 2.439
C 0.207 -0.286 0.667
*
```

=====

# 5
Density functional theory data (ωB97M-V/def2-TZVPD) for C5H10O2 in the gas phase.

Calculated values
- SMILES string: CO[C@H]1CO[C@H]1C
- Kohn-Sham gap: 10.6 eV
- Maximum force: 1.0 eV Å⁻¹

```
! wB97M-V def2-TZVPD RIJCOSX def2/J DEFGRID3
* xyz 0 1
H 1.056 -1.097 -0.887
C -1.113 -0.656 -0.369
H 2.661 0.961 -0.784
H -1.756 1.305 -0.961
H 0.147 -1.215 2.035
C 0.431 -0.710 -0.083
O 1.054 0.479 0.447
H -0.666 1.205 0.448
C -0.006 -1.658 1.045
H 0.383 -2.681 1.022
H -1.515 -1.061 -1.313
H 1.078 1.541 -1.379
H -2.375 0.767 0.655
C 1.683 1.354 -0.483
O -1.383 -1.616 0.665
C -1.541 0.751 -0.044
H 1.861 2.331 -0.016
*
```

=====

# 6
Density functional theory data (ωB97M-V/def2-TZVPD) for 2 unconnected molecules or ions with the total composition C5H10O2.

Calculated values
- SMILES string: C=CC=O.CCO
- Kohn-Sham gap: 10.2 eV
- Maximum force: 0.5 eV Å⁻¹

```
! wB97M-V def2-TZVPD RIJCOSX def2/J DEFGRID3
* xyz 0 1
H -1.129 1.126 -0.731
C -0.537 0.398 -1.312
H -0.997 0.396 2.669
H 0.105 -1.098 2.710
O 0.081 -0.560 -0.471
H 0.671 1.562 1.237
H -2.181 -0.895 -1.800
H 0.268 0.965 -1.796
O 3.063 0.594 0.820
H -1.842 0.320 -3.060
H -0.755 -1.077 -2.833
C -0.067 -0.077 2.374
H -0.447 -0.651 0.336
H 2.197 -1.159 1.336
C 0.833 0.558 1.623
C 2.126 -0.057 1.219
C -1.389 -0.346 -2.322
*
```

=====

# 7
Density functional theory data (ωB97M-V/def2-TZVPD) for C5H10O2 in the gas phase.

Calculated values
- SMILES string: OC[C@H]1CCOC1
- Kohn-Sham gap: 10.4 eV
- Maximum force: 0.5 eV Å⁻¹

```
! wB97M-V def2-TZVPD RIJCOSX def2/J DEFGRID3
* xyz 0 1
C -0.231 -0.159 -1.494
H 1.197 0.644 1.430
H -0.407 -1.228 -1.688
H -2.379 -0.627 0.219
C -1.417 -0.604 0.759
H -0.727 1.224 0.088
H 1.311 -0.969 0.699
C 1.037 0.077 0.510
H -0.931 0.416 -2.114
C 1.805 0.623 -0.682
O -1.494 0.121 1.975
C -0.394 0.185 -0.018
H -1.096 -1.652 0.893
O 1.112 0.160 -1.837
H -2.036 -0.325 2.629
H 2.839 0.271 -0.733
H 1.806 1.723 -0.658
*
```

=====

# 8
Density functional theory data (ωB97M-V/def2-TZVPD) for C5H10O2 in the gas phase.

Calculated values
- Kohn-Sham gap (alpha / beta): 7.5 / 7.5 eV
- Maximum force: 0.4 eV Å⁻¹

```
! wB97M-V def2-TZVPD RIJCOSX def2/J DEFGRID3
* xyz 0 1
O 1.100 -0.179 0.619
H -0.524 0.455 1.926
C 0.866 0.718 -0.594
H 0.808 -1.897 -0.499
O -1.890 1.899 0.306
C -1.518 0.583 -0.057
H 0.981 1.697 -0.114
C -0.462 0.468 -1.124
H -0.587 -0.339 -1.842
H 1.454 -2.098 1.170
H 1.692 0.532 -1.285
H -0.995 -1.163 1.173
C 1.490 -1.493 0.262
H -2.389 -0.011 -0.367
C -0.836 -0.096 1.044
H 2.514 -1.497 -0.130
H -1.702 2.420 -0.488
*
```

=====

# 9
Density functional theory data (ωB97M-V/def2-TZVPD) for 2 unconnected molecules or ions with the total composition C5H10O2.

Calculated values
- SMILES string: CO/C=C\CC=O.[H][H]
- Kohn-Sham gap: 9.7 eV
- Maximum force: 0.7 eV Å⁻¹

```
! wB97M-V def2-TZVPD RIJCOSX def2/J DEFGRID3
* xyz 0 1
C -1.962 0.994 0.230
H -1.545 -0.977 0.995
O -1.343 1.619 1.063
C -1.909 -0.502 0.081
H -1.205 -0.271 -2.025
H 2.905 -0.867 -0.077
H 2.506 -1.226 1.623
H 0.905 1.557 -0.242
C 2.245 -0.609 0.762
C -0.877 -0.509 -1.019
C 0.432 -0.553 -0.757
H 1.184 -0.371 -1.528
H 2.377 0.449 1.016
H -2.867 -0.930 -0.235
H 0.419 1.804 0.268
O 0.890 -0.889 0.468
H -2.494 1.515 -0.594
*
```

=====

# 10
Density functional theory data (ωB97M-V/def2-TZVPD) for 2 unconnected molecules or ions with the total composition C5H10O2.

Calculated values
- SMILES string: C=CC=O.CCO
- Kohn-Sham gap: 10.2 eV
- Maximum force: 0.5 eV Å⁻¹

```
! wB97M-V def2-TZVPD RIJCOSX def2/J DEFGRID3
* xyz 0 1
H -1.505 2.698 0.849
C 0.763 -1.762 -0.503
H -0.660 -0.190 0.499
H 1.093 1.144 0.448
H 0.304 2.086 -0.809
O 1.060 -1.166 -2.786
C 0.324 -1.556 -1.908
O -0.748 0.468 -0.208
H 1.695 -1.278 -0.223
H -0.642 1.856 2.123
H 0.305 -2.554 1.421
C 0.015 -2.413 0.386
C -0.507 2.412 1.188
C 0.120 1.535 0.120
H 0.076 3.311 1.410
H -0.743 -1.765 -2.112
H -0.949 -2.827 0.106
*
```

=====

# 11
Density functional theory data (ωB97M-V/def2-TZVPD) for C5H10O2 in the gas phase.

Calculated values
- SMILES string: CC[C@@H](O)CC=O
- Kohn-Sham gap: 11.0 eV
- Maximum force: 0.6 eV Å⁻¹

```
! wB97M-V def2-TZVPD RIJCOSX def2/J DEFGRID3
* xyz 0 1
H -2.690 -0.625 0.471
H -1.468 1.385 -0.470
H 1.094 1.637 -0.799
C 1.246 0.973 0.058
H -0.740 0.359 -1.703
H -1.859 -1.652 -0.701
C 2.509 0.157 -0.076
O 0.362 -1.329 0.017
H 2.966 0.070 -1.084
H 1.003 -1.600 0.688
O 2.973 -0.427 0.879
C -1.128 0.361 -0.676
C -2.262 -0.650 -0.538
H -3.064 -0.468 -1.261
H 1.373 1.589 0.952
C 0.023 0.026 0.265
H -0.332 0.144 1.302
*
```

=====

# 12
Density functional theory data (ωB97M-V/def2-TZVPD) for 2 unconnected molecules or ions with the total composition C5H10O2.

Calculated values
- SMILES string: C/C=C/C=C/O.O
- Kohn-Sham gap: 9.1 eV
- Maximum force: 1.7 eV Å⁻¹

```
! wB97M-V def2-TZVPD RIJCOSX def2/J DEFGRID3
* xyz 0 1
H -0.896 1.042 -0.234
C 0.347 0.301 -1.968
H -2.908 -1.658 0.877
H 1.404 0.168 -2.182
C -0.555 0.474 -3.151
C 0.573 0.484 1.685
H -0.642 -0.504 -3.638
C 0.943 0.552 0.389
H -1.561 -1.066 0.416
O -1.999 -1.533 1.132
C -0.003 0.612 -0.712
H -0.400 0.778 2.069
H 1.502 -1.011 2.017
H -0.166 1.269 -3.796
O 1.386 -0.232 2.587
H 2.010 0.396 0.229
H -1.563 0.735 -2.817
*
```

=====

# 13
Density functional theory data (ωB97M-V/def2-TZVPD) for 2 unconnected molecules or ions with the total composition C5H10O2.

Calculated values
- SMILES string: C=CC1COC1.O
- Kohn-Sham gap: 10.7 eV
- Maximum force: 0.4 eV Å⁻¹

```
! wB97M-V def2-TZVPD RIJCOSX def2/J DEFGRID3
* xyz 0 1
O -0.218 0.240 2.785
H -2.912 0.505 0.368
H -0.614 -0.592 2.503
H -2.035 -1.121 0.262
H -1.103 1.619 -0.778
C -1.024 0.550 -0.573
H -0.350 0.813 2.019
H 1.130 -2.114 -0.555
O 2.214 -0.330 -0.308
H 0.064 -0.514 -2.076
C 0.231 -0.107 -1.072
C 1.009 -1.093 -0.175
H 2.008 0.974 -1.948
C -2.031 -0.051 0.058
H 0.669 -1.122 0.867
C 1.527 0.718 -0.997
H 1.436 1.626 -0.382
*
```

=====

# 14
Density functional theory data (ωB97M-V/def2-TZVPD) for C5H10O2 in the gas phase.

Calculated values
- SMILES string: C[C@@]1(CCO)CO1
- Kohn-Sham gap: 11.0 eV
- Maximum force: 0.4 eV Å⁻¹

```
! wB97M-V def2-TZVPD RIJCOSX def2/J DEFGRID3
* xyz 0 1
C 1.799 0.096 0.498
H 0.996 -1.153 -1.099
H -0.523 -1.722 1.210
C 0.828 -0.162 -0.661
H -1.278 -2.121 -0.347
H 2.772 -0.370 0.308
C -0.611 -0.077 -0.187
H 1.022 0.575 -1.451
O -0.931 1.112 0.560
H -1.191 1.638 -1.476
H -2.597 0.726 -0.701
H 1.390 -0.369 1.411
C -1.178 -1.342 0.417
C -1.528 0.934 -0.716
O 2.026 1.479 0.675
H 1.155 1.903 0.705
H -2.161 -1.146 0.856
*
```

=====

no.,total energy (eV)
1,-9439.16524
2,-9437.55632
3,-9437.66799
4,-9438.71717
5,-9440.05412
6,-9440.39208
7,-9441.45241
8,-9437.30311
9,-9439.32604
10,-9440.58329
11,-9441.58166
12,-9440.03819
13,-9440.08129
14,-9440.93441